## w
{
  "formula": "C3H11N2S2",
  "method": "ωB97M-V with the def2-TZVPD basis set",
  "species": ["H", "C", "N", "H", "H", "H", "H", "S", "N", "H", "H", "S", "H", "H", "H", "H", "C", "C"],
  "xyz": [[-1.368, 2.046, -0.928], [1.990, 1.506, 1.961], [-0.353, -1.578, -2.035], [-0.346, -1.810, -3.017], [2.373, 2.413, 1.497], [1.081, 1.711, 2.515], [-0.618, -1.355, 0.525], [1.706, 0.192, 0.736], [-1.137, -2.111, 0.083], [0.176, -0.762, -1.689], [-1.590, -3.153, -1.640], [0.849, 1.184, -0.812], [-0.523, 2.599, 0.556], [-1.992, -2.401, 0.533], [-1.249, 0.967, 0.446], [2.789, 1.102, 2.582], [-1.061, -2.305, -1.218], [-0.728, 1.756, -0.094]],
  "gap_ev": 9.0,
  "homo_ev": -12.4,
  "charge": 1,
  "e_lumo_ev": -3.43
}

## x
{
  "formula": "C3H11N2S2",
  "method": "ωB97M-V with the def2-TZVPD basis set",
  "species": ["S", "C", "C", "C", "H", "H", "H", "H", "H", "H", "N", "H", "N", "H", "S", "H", "H", "H"],
  "xyz": [[-0.862, 0.383, -2.009], [-0.466, 0.933, 1.609], [1.195, -0.829, 1.848], [-0.555, -1.400, -2.236], [-0.410, 1.055, 2.685], [0.970, -1.875, 1.657], [0.209, -0.132, 0.062], [0.507, -1.591, -2.123], [-1.102, -1.930, -1.459], [-1.375, 1.660, -0.049], [-1.283, 1.728, 0.962], [1.067, -0.618, 2.904], [0.281, 0.013, 1.071], [-0.898, -1.717, -3.216], [0.779, 1.259, -2.908], [1.578, 1.292, -1.828], [2.221, -0.617, 1.564], [-1.853, 2.387, 1.466]],
  "gap_ev": 10.1,
  "homo_ev": -13.2,
  "charge": 1,
  "e_lumo_ev": -3.15
}

Energies, relative to the best one, in eV: w 0.000; x 0.194.

## w
{
  "formula": "CH2N2O2S",
  "method": "ωB97M-V with the def2-TZVPD basis set",
  "species": ["C", "N", "H", "O", "O", "H", "S", "N"],
  "xyz": [[-1.099, -0.334, 0.116], [1.514, -0.003, -0.091], [-0.417, 1.440, -0.290], [1.544, -1.208, -0.064], [2.231, 0.891, -0.115], [-0.974, -1.431, 0.393], [-2.668, 0.062, -0.132], [-0.132, 0.583, 0.183]],
  "gap_ev": [7.9, 7.9],
  "smiles": "O=[N+]([O-])NC=S",
  "homo_ev": [-8.9, -8.9],
  "charge": 0,
  "e_lumo_ev": [-0.92, -0.92]
}

## x
{
  "formula": "CH2N2O2S",
  "method": "ωB97M-V with the def2-TZVPD basis set",
  "species": ["H", "O", "C", "O", "N", "S", "N", "H"],
  "xyz": [[-0.197, 1.572, 0.160], [-2.784, 0.991, 0.319], [-1.920, 0.204, 0.217], [0.963, -0.248, 0.871], [0.032, -1.242, 0.321], [1.179, 1.222, 0.116], [-1.180, -0.735, 0.076], [0.423, -1.744, -0.609]],
  "gap_ev": 9.9,
  "smiles": "O=C=NNOS",
  "homo_ev": -9.6,
  "charge": 0,
  "e_lumo_ev": 0.34
}

Energies, relative to the best one, in eV: w 0.597; x 0.000.

## w
{
  "formula": "CH2N2O2S",
  "method": "ωB97M-V with the def2-TZVPD basis set",
  "species": ["O", "H", "O", "N", "S", "H", "N", "C"],
  "xyz": [[-3.162, -0.398, -0.127], [1.819, -0.840, -1.444], [2.217, -0.744, -0.519], [0.258, 0.199, 0.716], [1.796, 0.733, -0.039], [0.061, 0.903, 1.508], [-0.930, 0.244, -0.071], [-2.058, -0.096, -0.024]],
  "gap_ev": 9.7,
  "smiles": "O=C=NNSO",
  "homo_ev": -9.3,
  "charge": 0,
  "e_lumo_ev": 0.36
}

## x
{
  "formula": "CH2N2O2S",
  "method": "ωB97M-V with the def2-TZVPD basis set",
  "species": ["H", "O", "N", "S", "N", "H", "O", "C"],
  "xyz": [[0.380, 2.142, 0.974], [-0.214, -2.162, -1.332], [0.146, 1.222, 0.655], [-0.760, -0.960, 2.075], [-0.032, -1.103, -0.828], [0.405, 0.694, -1.135], [0.311, -0.102, -1.704], [-0.237, 0.269, 1.295]],
  "gap_ev": 10.1,
  "smiles": "N=C=S.O=NO",
  "homo_ev": -9.9,
  "charge": 0,
  "e_lumo_ev": 0.24
}

## y
{
  "formula": "CH2N2O2S",
  "method": "ωB97M-V with the def2-TZVPD basis set",
  "species": ["O", "C", "H", "S", "N", "N", "O", "H"],
  "xyz": [[0.372, 1.022, 0.531], [-0.705, -1.557, -0.039], [-1.572, -1.105, -0.128], [1.710, 0.322, 0.211], [0.384, -1.750, 0.315], [-0.685, 1.362, -0.226], [1.953, -0.081, -1.167], [-1.457, 1.786, 0.504]],
  "gap_ev": [7.8, 9.1],
  "homo_ev": [-8.5, -9.8],
  "charge": 0,
  "e_lumo_ev": [-0.74, -0.72]
}

## z
{
  "formula": "CH2N2O2S",
  "method": "ωB97M-V with the def2-TZVPD basis set",
  "species": ["H", "C", "O", "S", "N", "N", "H", "O"],
  "xyz": [[1.597, -0.227, -0.567], [0.757, -0.308, 0.104], [-1.134, 0.945, -0.890], [-0.239, 1.299, 0.307], [-0.126, -1.130, -0.550], [-1.147, -0.937, -1.063], [1.050, -0.881, 1.022], [-0.757, 1.239, 1.637]],
  "gap_ev": [9.6, 9.6],
  "homo_ev": [-9.7, -9.7],
  "charge": 0,
  "e_lumo_ev": [-0.13, -0.13]
}

Energies, relative to the best one, in eV: w 0.000; x 0.636; y 3.185; z 0.517.

## w
{
  "formula": "C4H7FN2",
  "method": "ωB97M-V with the def2-TZVPD basis set",
  "species": ["N", "H", "C", "N", "H", "C", "F", "C", "H", "C", "H", "H", "H", "H"],
  "xyz": [[-0.225, 0.753, -1.289], [0.678, -0.602, -2.544], [-0.935, 0.767, 0.854], [0.627, 0.417, -2.280], [0.486, 0.973, -3.101], [-0.057, 0.199, -0.140], [0.830, -1.792, -0.896], [-1.037, 0.314, 2.109], [-1.700, 0.857, 2.789], [0.908, -0.905, 0.163], [-1.596, 1.621, 0.531], [0.594, -1.418, 1.040], [1.960, -0.606, 0.324], [-0.532, -0.579, 2.439]],
  "gap_ev": 9.2,
  "smiles": "C=C/C(CF)=N/N",
  "homo_ev": -8.3,
  "charge": 0,
  "e_lumo_ev": 0.90
}

## x
{
  "formula": "C4H7FN2",
  "method": "ωB97M-V with the def2-TZVPD basis set",
  "species": ["N", "H", "C", "C", "F", "C", "H", "N", "C", "H", "H", "H", "H", "H"],
  "xyz": [[0.081, 1.712, -0.145], [0.778, 2.505, -0.133], [2.012, 0.270, 0.005], [0.465, 0.435, 0.038], [2.408, -1.166, -0.153], [-2.438, -0.119, 0.054], [-2.013, 0.993, 0.253], [-0.165, -0.638, 0.147], [-1.455, -1.017, -0.162], [2.620, 0.679, -0.729], [-1.669, -2.098, -0.349], [-3.466, -0.498, -0.480], [2.402, 0.462, 1.008], [0.442, -1.520, 0.646]],
  "gap_ev": 9.5,
  "smiles": "[H]/N=C(\\CF)NC=C",
  "homo_ev": -8.7,
  "charge": 0,
  "e_lumo_ev": 0.71
}

Energies, relative to the best one, in eV: w 0.000; x 1.387.

## w
{
  "formula": "C5H8O3S",
  "method": "ωB97M-V with the def2-TZVPD basis set",
  "species": ["C", "H", "H", "H", "S", "O", "H", "C", "O", "H", "C", "H", "H", "O", "H", "C", "C"],
  "xyz": [[1.214, 0.141, 0.250], [-0.514, 1.335, -1.535], [1.177, -0.574, -1.583], [0.263, -1.556, -0.443], [3.031, -0.618, 0.364], [3.117, -1.669, -0.619], [1.587, 0.275, 2.201], [-0.819, 0.234, -1.199], [1.569, 2.496, -0.271], [-1.346, -0.330, -2.035], [1.873, 1.391, -0.147], [0.179, 1.250, 1.814], [0.053, -0.662, 2.007], [3.276, 0.936, -0.342], [-1.618, 0.436, -0.401], [0.390, -0.551, -0.780], [0.655, 0.265, 1.629]],
  "gap_ev": 10.4,
  "homo_ev": -9.9,
  "charge": 0,
  "e_lumo_ev": 0.46
}

## x
{
  "formula": "C5H8O3S",
  "method": "ωB97M-V with the def2-TZVPD basis set",
  "species": ["H", "C", "S", "C", "H", "H", "H", "C", "C", "O", "H", "O", "H", "O", "C", "H", "H"],
  "xyz": [[1.673, 1.816, 1.031], [1.935, 1.151, 0.221], [-1.805, 0.172, 0.020], [1.034, 0.013, 0.013], [-1.215, -2.146, -0.460], [-0.581, 0.221, -1.935], [1.203, -1.607, 1.299], [-0.996, -1.439, 0.470], [-0.685, 0.833, -1.146], [-3.109, -0.058, -0.626], [-1.401, -1.823, 1.303], [1.158, -1.181, -0.618], [1.822, 1.688, -0.604], [-1.676, 0.992, 1.206], [0.495, -1.186, 0.663], [2.931, 0.712, 0.424], [-0.783, 1.841, -1.261]],
  "gap_ev": 9.7,
  "homo_ev": -9.1,
  "charge": 0,
  "e_lumo_ev": 0.54
}

Energies, relative to the best one, in eV: w 0.000; x 3.390.

## w
{
  "formula": "C3H9N2",
  "method": "ωB97M-V with the def2-TZVPD basis set",
  "species": ["H", "H", "H", "C", "H", "H", "H", "H", "H", "N", "C", "N", "H", "C"],
  "xyz": [[1.014, -1.694, 0.842], [0.282, 0.206, -1.429], [-0.979, -0.248, 1.380], [-1.467, 1.674, 0.464], [-2.304, 2.045, -0.101], [-0.740, 2.298, 0.081], [-2.035, -0.310, -0.273], [2.823, -0.791, -1.094], [2.829, -2.314, -0.321], [2.315, -1.444, -0.639], [1.115, -1.177, -0.033], [0.204, -0.413, -0.540], [-1.935, 2.002, 1.364], [-1.120, 0.167, 0.299]],
  "gap_ev": 11.5,
  "smiles": "CC/[NH+]=C/N",
  "homo_ev": -15.4,
  "charge": 1,
  "e_lumo_ev": -3.89
}

## x
{
  "formula": "C3H9N2",
  "method": "ωB97M-V with the def2-TZVPD basis set",
  "species": ["H", "C", "N", "H", "H", "C", "H", "H", "C", "H", "H", "H", "H", "N"],
  "xyz": [[-2.326, 1.443, -0.765], [1.399, -0.142, -0.202], [0.123, 0.135, -0.324], [-2.395, -0.314, -0.176], [-0.346, -0.536, -0.930], [-2.215, 0.736, 0.053], [2.138, 0.641, -0.072], [1.448, -2.104, 0.493], [-0.803, 0.810, 0.626], [-2.944, 1.074, 0.782], [2.281, -1.852, -0.966], [-0.545, 1.829, 0.892], [-0.677, 0.245, 1.552], [1.784, -1.438, -0.187]],
  "gap_ev": 10.2,
  "smiles": "CC/[NH+]=C/N",
  "homo_ev": -15.8,
  "charge": 1,
  "e_lumo_ev": -5.54
}

## y
{
  "formula": "C3H9N2",
  "method": "ωB97M-V with the def2-TZVPD basis set",
  "species": ["H", "N", "H", "N", "H", "C", "H", "C", "H", "H", "H", "C", "H", "H"],
  "xyz": [[1.581, 1.685, 1.778], [-0.780, -1.463, -0.379], [-0.492, -2.406, -0.487], [0.813, 0.462, 0.274], [1.557, 2.348, -0.386], [0.928, 1.508, -0.725], [-2.740, -2.136, -0.713], [1.121, 0.714, 1.483], [1.401, 1.071, -1.650], [-0.075, 1.895, -0.995], [0.917, -0.043, 2.262], [-2.045, -1.304, -0.518], [0.040, -0.598, -0.080], [-2.451, -0.315, -0.427]],
  "gap_ev": 11.2,
  "homo_ev": -15.4,
  "charge": 1,
  "e_lumo_ev": -4.22
}

Energies, relative to the best one, in eV: w 0.406; x 0.088; y 0.000.